Density functional theory data (the ωB97M-V functional and the def2-TZVPD basis) for C37H35IN3O2ReSTe as an isolated structure at a distorted geometry.

Geometry as XYZ:
```
81
Properties=species:S:1:pos:R:3:forces:R:3
Re -0.375 0.622 2.130 -1.69 -0.34 -0.05
I -1.359 2.326 3.891 -0.48 0.27 0.80
C -2.053 3.527 2.412 -1.20 2.25 -1.24
C -2.733 4.704 2.725 0.51 -0.92 0.08
C -3.210 5.531 1.707 0.13 -0.26 -1.43
C -3.010 5.185 0.364 -0.18 0.31 1.55
C -2.328 4.004 0.041 -0.03 0.09 -2.30
C -2.113 3.631 -1.385 -0.34 0.56 2.14
C -1.458 2.498 -1.691 1.09 -1.58 0.96
C -0.944 1.607 -0.632 -1.77 2.68 0.39
C -1.150 1.964 0.730 0.15 -0.88 -1.57
C -1.844 3.165 1.053 0.34 -0.54 0.86
H -2.891 4.978 3.759 -0.01 0.04 0.02
H -3.735 6.441 1.952 -0.03 0.06 0.06
H -3.384 5.832 -0.414 -0.01 0.03 -0.13
H -2.482 4.271 -2.175 -0.11 0.15 0.13
H -1.306 2.234 -2.734 0.06 -0.11 0.14
H -0.418 0.696 -0.896 -0.46 0.26 -0.36
C -0.914 -4.441 6.208 0.16 -0.19 0.10
C -0.318 -3.208 5.595 0.03 -0.05 -0.31
C 0.513 -3.296 4.473 -0.07 0.59 0.13
C 1.045 -2.141 3.893 0.21 0.08 -0.04
C 0.750 -0.884 4.427 0.15 -0.73 0.33
C -0.096 -0.791 5.537 -0.03 -0.31 0.31
C -0.627 -1.946 6.116 0.45 0.53 -0.42
S 1.427 0.622 3.692 1.72 -0.11 3.29
C 2.731 0.897 4.919 0.44 0.23 0.12
O 2.099 0.197 2.418 2.22 -1.85 2.56
H -0.408 -5.346 5.855 -0.14 0.18 0.01
H -1.974 -4.514 5.947 0.10 -0.03 0.13
H -0.813 -4.412 7.298 -0.16 -0.01 -0.16
H 0.753 -4.264 4.037 -0.06 0.16 0.14
H 1.688 -2.230 3.020 -0.06 0.12 0.14
H -0.356 0.178 5.956 0.01 -0.06 -0.02
H -1.288 -1.857 6.975 0.14 -0.03 -0.14
H 3.370 0.014 4.992 -0.22 -0.06 -0.12
H 2.283 1.121 5.890 -0.10 -0.06 -0.15
H 3.333 1.751 4.597 -0.19 -0.02 -0.09
C -0.695 1.913 -5.935 0.03 0.09 -0.23
C -0.622 0.515 -5.399 -0.07 -0.09 0.09
C -1.383 -0.515 -5.960 0.36 -0.40 0.47
C -1.327 -1.807 -5.428 -0.13 0.56 0.00
C -0.532 -2.085 -4.312 -0.15 0.32 -0.25
N -0.542 -3.408 -3.825 -0.61 0.59 -0.46
C 0.015 -3.942 -2.709 0.82 -2.61 -0.74
O 0.456 -5.092 -2.750 -0.33 0.90 0.19
N 0.100 -3.249 -1.546 -0.08 1.43 1.50
C -0.786 -2.311 -0.975 -0.18 -0.05 -0.03
C -2.067 -2.047 -1.455 -0.43 0.21 -0.21
C -2.866 -1.099 -0.816 0.66 -0.46 0.25
C -2.359 -0.452 0.299 -0.81 -0.09 0.35
N -1.136 -0.697 0.811 -0.54 -1.99 -2.30
C -0.387 -1.626 0.171 0.04 -0.27 0.48
C 0.251 -1.063 -3.771 0.08 0.42 0.02
C 0.196 0.229 -4.302 -0.49 -0.71 -0.27
H -1.226 1.948 -6.892 0.06 0.01 0.20
H 0.311 2.311 -6.102 -0.18 0.08 0.09
H -1.224 2.559 -5.227 0.10 0.08 -0.14
H -2.028 -0.320 -6.813 0.16 0.00 0.13
H -1.936 -2.585 -5.882 0.11 0.00 0.13
H -0.782 -4.119 -4.504 0.25 0.06 0.13
H 0.778 -3.656 -0.913 -0.21 -0.06 -0.16
H -2.476 -2.575 -2.309 0.22 0.02 0.02
H -3.862 -0.875 -1.179 0.15 -0.01 0.12
H -2.944 0.296 0.827 0.02 -0.26 -0.19
H 0.590 -1.791 0.615 -0.33 -0.31 -0.24
H 0.929 -1.244 -2.944 -0.09 -0.14 -0.02
H 0.803 1.012 -3.852 -0.36 -0.08 -0.39
Te 1.686 0.622 0.343 1.32 0.78 -3.73
C 3.288 0.630 -1.044 0.90 0.40 -0.35
C 4.608 0.528 -0.591 -0.04 0.04 -0.39
C 5.665 0.534 -1.507 -0.58 0.00 -0.26
C 5.403 0.641 -2.877 -0.37 0.00 0.30
C 4.084 0.742 -3.331 0.18 -0.08 0.62
C 3.026 0.737 -2.416 0.32 -0.02 0.21
H 4.815 0.445 0.468 0.03 0.02 0.01
H 6.686 0.455 -1.156 -0.03 0.00 0.02
H 6.221 0.645 -3.586 -0.02 0.00 0.02
H 3.881 0.825 -4.391 -0.05 -0.01 0.01
H 2.007 0.815 -2.771 0.36 -0.01 0.26
H -1.027 -0.507 3.259 -0.69 1.20 -1.10
```
Forces are in eV/Å.

Calculated values
total charge: +1
E_HOMO (spin up / spin down): -9.41 / -9.71 eV
multiplicity: 4
frontier orbital gap (spin up / spin down): 5.626 / 6.279 eV

How positive or negative is each atom? The Mulliken charges in e answer that: Re 0.14; I 0.14; C 0.48; C -0.62; C -0.80; C -0.85; C 0.85; C -0.85; C -1.95; C 0.86; C 1.30; C -0.07; H 0.40; H 0.41; H 0.46; H 0.43; H 0.47; H -0.23; C -1.52; C 1.03; C -0.93; C -0.12; C -0.03; C -0.22; C -0.92; S 0.64; C -1.18; O -0.68; H 0.36; H 0.31; H 0.39; H 0.35; H 0.47; H 0.36; H 0.41; H 0.41; H 0.39; H 0.47; C -1.49; C 0.18; C -0.79; C -0.84; C -0.06; N -0.03; C 0.30; O -0.70; N 0.02; C -0.39; C -0.27; C -1.15; C -0.37; N 0.11; C 0.30; C 0.31; C -0.58; H 0.42; H 0.33; H 0.22; H 0.38; H 0.39; H 0.26; H 0.24; H 0.51; H 0.49; H 0.60; H 0.28; H 0.90; H 0.85; Te 0.52; C 0.24; C -0.49; C -0.65; C -0.59; C -0.42; C 0.28; H 0.36; H 0.41; H 0.38; H 0.46; H -0.42; H -0.06


Density functional theory data (the ωB97M-V functional and the def2-TZVPD basis) for C37H36AsCeN8O2S9Sb as an isolated structure at a distorted geometry.

Geometry as XYZ:
```
95
Properties=species:S:1:pos:R:3:forces:R:3
Ce -15.057 3.359 -16.857 1.26 -0.97 1.38
N -12.132 6.669 -17.737 1.21 -0.67 -0.06
C -11.142 5.755 -17.866 -2.06 -1.49 -0.01
N -10.011 5.990 -18.547 -0.19 -0.57 0.83
C -9.171 4.947 -18.457 0.46 -1.06 0.88
N -7.937 5.103 -19.017 -0.76 -0.36 0.22
N -9.363 3.752 -17.800 -0.47 1.28 -0.85
C -10.620 3.617 -17.315 0.72 0.32 -0.03
N -11.540 4.537 -17.333 0.39 1.35 -0.62
C -10.974 2.373 -16.581 -0.06 -0.77 0.03
C -10.115 1.269 -16.643 -1.46 0.24 0.82
C -10.423 0.161 -15.851 1.00 1.44 0.54
C -11.489 0.281 -14.952 1.09 -2.06 -0.94
C -12.329 1.324 -15.057 -1.99 2.19 -0.12
N -12.098 2.382 -15.872 -0.29 -0.56 0.49
H -11.774 7.596 -17.872 -0.72 0.57 0.10
H -12.911 6.369 -17.098 0.50 0.83 -0.39
H -7.701 5.955 -19.461 0.08 0.56 -0.21
H -7.248 4.403 -18.854 0.15 -0.28 0.00
H -9.290 1.421 -17.282 1.01 -0.48 -0.49
H -9.663 -0.601 -15.752 -0.34 -0.50 -0.18
H -11.753 -0.535 -14.308 0.06 -0.22 0.38
H -13.284 1.351 -14.463 1.30 0.11 -0.76
C -12.388 0.429 -20.340 -0.72 1.11 0.88
O -12.306 1.880 -20.240 -0.48 0.92 0.09
C -13.221 2.486 -19.454 0.05 0.47 -1.43
O -13.668 2.021 -18.401 0.58 0.42 -0.69
N -13.570 3.731 -19.969 0.88 -0.78 1.20
N -14.556 4.351 -19.209 -0.95 1.08 0.32
H -12.667 0.165 -19.307 0.36 -0.97 -0.68
H -11.429 0.094 -20.729 0.00 -0.07 0.40
H -13.196 0.248 -21.045 -0.06 -0.45 0.14
H -13.634 3.896 -20.973 0.04 -0.59 0.07
H -15.462 4.172 -19.665 0.20 0.22 0.05
H -14.474 5.387 -19.031 0.46 -1.36 -0.63
S -14.302 -1.732 -11.157 -0.11 0.66 0.11
C -14.777 -0.485 -12.191 1.17 -0.19 1.30
S -15.335 -0.907 -13.703 -1.11 0.62 -0.97
C -15.710 0.729 -14.261 -0.27 -0.54 -2.13
C -15.190 1.715 -13.533 0.25 1.87 1.02
S -14.991 3.436 -13.967 -0.30 -0.90 0.17
S -14.567 1.238 -11.954 -0.17 -0.96 -0.25
S -16.447 0.982 -15.866 0.58 -0.09 0.60
S -15.982 0.048 -20.773 -0.25 0.63 -0.48
Sb -17.200 1.907 -21.469 0.41 -0.44 0.47
S -17.232 4.361 -17.715 -1.34 -0.16 -0.60
S -17.130 2.476 -18.592 -0.15 0.72 0.34
S -15.910 3.629 -22.325 0.25 -0.22 -0.05
C -15.005 7.688 -12.969 -0.37 -0.35 -0.18
C -14.116 7.731 -14.162 0.21 0.46 -1.57
C -14.285 9.085 -14.826 -1.51 1.57 -0.83
C -12.621 7.658 -13.812 -1.73 -1.00 0.81
C -14.448 6.693 -15.153 0.09 -1.93 -1.74
C -14.551 5.797 -16.020 -0.18 1.35 1.48
H -14.771 8.588 -12.404 -0.24 -0.12 0.60
H -14.789 6.752 -12.465 -0.31 0.02 0.62
H -16.043 7.703 -13.335 0.20 0.01 0.46
H -13.830 9.884 -14.202 -0.38 -0.31 -0.31
H -15.359 9.382 -15.113 1.38 -0.64 1.04
H -13.826 9.111 -15.805 0.61 -0.04 -0.24
H -12.462 8.521 -13.192 0.80 0.46 0.15
H -12.125 7.622 -14.753 1.01 0.18 -0.40
H -12.469 6.750 -13.226 0.38 -0.02 -0.15
C -18.783 7.727 -22.634 3.15 -1.84 0.27
C -17.706 6.780 -22.479 -1.91 -0.16 -0.40
C -16.956 6.750 -21.346 0.70 1.18 0.97
C -17.223 7.651 -20.281 0.23 -0.89 0.51
C -18.285 8.521 -20.380 -0.34 1.16 -0.21
C -18.932 8.635 -21.638 -0.89 0.75 1.07
As -16.076 7.402 -18.655 -0.82 0.68 -0.16
C -17.343 8.094 -17.279 2.52 1.23 -1.04
C -18.325 7.457 -16.638 -2.18 -2.78 -0.26
C -19.089 8.116 -15.679 -1.36 -0.22 0.67
C -18.802 9.407 -15.318 0.89 0.35 -1.25
C -17.755 10.059 -15.983 -1.03 1.87 1.72
C -17.029 9.430 -16.929 0.97 -0.25 -1.30
C -15.898 10.059 -17.677 -1.43 0.45 0.47
C -15.490 11.405 -17.515 0.82 -1.30 0.27
C -14.294 11.779 -18.115 -1.13 1.46 0.48
C -13.677 10.932 -18.976 1.72 0.16 -1.24
C -14.212 9.730 -19.282 -0.67 -2.64 -0.77
C -15.339 9.218 -18.620 1.03 0.80 -0.08
H -19.270 7.704 -23.573 -0.78 0.39 -0.58
H -17.581 5.929 -23.143 0.12 0.35 -0.37
H -16.096 6.087 -21.295 -0.35 -0.17 0.12
H -18.630 9.204 -19.545 0.74 -0.88 -1.02
H -19.610 9.457 -21.801 -0.40 0.11 0.24
H -18.616 6.415 -16.994 0.38 1.43 0.83
H -20.016 7.688 -15.262 0.75 -0.21 -0.21
H -19.409 10.008 -14.686 -0.51 0.02 0.72
H -17.604 11.139 -15.716 0.14 -1.11 -0.36
H -15.992 12.027 -16.794 -0.10 0.25 -0.02
H -13.883 12.781 -18.078 -0.18 0.06 0.57
H -12.740 11.225 -19.468 -0.43 0.01 0.16
H -13.768 9.102 -20.058 0.16 0.19 0.22
```
Forces are in eV/Å.

Calculated values
total charge: -2
E_HOMO (spin up / spin down): -2.34 / -2.24 eV
frontier orbital gap (spin up / spin down): 6.094 / 4.468 eV

How positive or negative is each atom? The Mulliken charges in e answer that: Ce 0.26; N 0.40; C 0.39; N -0.84; C 0.35; N -0.38; N -0.78; C -0.23; N 0.08; C 1.04; C -0.64; C -0.70; C -0.92; C 0.79; N 0.22; H 0.32; H -0.93; H 0.23; H 0.24; H 0.56; H 0.41; H 0.48; H -0.50; C -0.60; O -0.52; C 0.56; O -0.35; N -0.27; N 0.54; H 0.32; H 0.19; H 0.21; H 0.29; H -0.03; H -0.35; S -0.35; C 0.14; S -0.11; C 0.52; C -0.43; S -0.26; S -0.12; S -0.36; S -0.69; Sb 0.42; S -0.18; S -0.37; S -0.75; C -1.94; C 3.23; C -1.35; C -1.80; C -0.21; C -0.28; H 0.47; H 0.39; H 0.30; H 0.46; H 0.07; H 0.19; H 0.50; H 0.36; H 0.39; C -0.72; C -0.19; C -0.46; C 0.57; C -0.10; C -0.58; As 0.69; C 0.21; C -0.24; C -0.75; C -0.92; C 0.17; C 0.23; C 0.64; C -0.56; C -0.63; C -0.71; C -0.35; C -0.22; H 0.42; H 0.36; H 0.02; H 0.18; H 0.35; H 0.07; H 0.33; H 0.48; H 0.16; H 0.34; H 0.37; H 0.36; H 0.40


Density functional theory data (the ωB97M-V functional and the def2-TZVPD basis) for C37H36AsN6O4SW as an isolated structure.

Geometry as XYZ:
```
86
Properties=species:S:1:pos:R:3:forces:R:3
W -0.014 -0.554 -0.570 -0.37 -0.60 -0.45
C 0.333 2.760 -3.125 -0.17 -0.04 -0.07
C 0.379 1.304 -2.815 -0.11 0.18 0.13
O -0.454 0.861 -1.882 0.33 0.01 0.08
C 1.228 0.472 -3.497 0.12 -0.14 -0.05
C 1.126 -0.924 -3.442 0.09 0.07 -0.09
C 1.606 -1.771 -4.567 0.03 0.01 0.00
N 0.517 -1.484 -2.397 -0.28 0.12 0.32
N 0.176 -2.793 -2.551 0.07 -0.01 -0.14
C -0.738 -3.115 -1.701 -0.11 -0.14 0.09
O -1.139 -2.175 -0.834 0.28 0.39 0.04
C -1.345 -4.440 -1.636 -0.05 0.06 0.05
C -2.215 -4.757 -0.590 -0.01 -0.02 0.00
C -2.775 -6.021 -0.522 0.02 0.01 0.00
C -2.471 -6.965 -1.496 -0.01 0.01 0.00
C -1.609 -6.648 -2.540 0.00 -0.01 0.01
C -1.044 -5.389 -2.615 0.01 0.00 0.00
H 0.360 3.343 -2.207 -0.01 0.01 0.04
H -0.591 3.013 -3.650 -0.03 0.00 0.02
H 1.173 3.034 -3.757 -0.02 0.00 -0.01
H 1.839 0.907 -4.274 0.02 -0.01 0.01
H 2.235 -1.191 -5.236 0.00 0.00 0.01
H 0.749 -2.150 -5.129 -0.01 0.01 0.00
H 2.143 -2.642 -4.194 0.00 0.00 0.00
H -2.451 -4.018 0.164 0.00 0.00 0.00
H -3.449 -6.274 0.285 0.00 0.00 0.00
H -2.911 -7.952 -1.443 0.00 0.00 -0.01
H -1.383 -7.386 -3.297 0.00 0.00 0.00
H -0.377 -5.133 -3.427 0.00 0.00 0.00
O 3.835 -0.067 -1.420 0.01 0.18 0.02
C 2.894 -0.512 -0.864 -0.01 0.05 0.11
O 1.727 0.189 -0.637 0.38 0.01 -0.28
C 2.742 -1.887 -0.332 -0.13 -0.06 0.09
C 3.784 -2.774 -0.222 0.01 -0.02 0.00
C 3.507 -4.051 0.262 0.07 0.02 -0.02
C 2.206 -4.369 0.601 -0.09 0.01 0.02
C 1.207 -3.417 0.458 0.05 -0.08 -0.06
N 1.475 -2.190 -0.004 -0.05 0.16 0.14
H 4.778 -2.462 -0.514 0.00 0.00 0.01
H 4.298 -4.781 0.369 0.01 0.00 -0.01
H 1.946 -5.348 0.978 0.00 0.00 0.01
H 0.182 -3.636 0.716 0.00 -0.03 0.00
N -2.215 -0.002 -0.167 -0.04 0.07 0.08
N -2.758 -0.325 1.089 -0.24 0.18 -0.20
C -1.997 -0.780 2.079 0.18 -0.15 0.43
N -2.535 -0.982 3.264 0.01 0.01 -0.07
S -0.348 -1.178 1.837 0.04 0.03 -0.11
H -2.350 0.999 -0.338 -0.01 -0.08 0.00
H -2.723 -0.529 -0.879 -0.01 -0.03 -0.03
H -3.734 -0.104 1.238 0.00 0.03 -0.03
H -3.484 -0.715 3.486 0.00 -0.01 0.00
H -1.960 -1.302 4.029 0.01 0.01 0.00
C -1.896 1.980 5.265 0.00 -0.02 0.02
C -0.573 1.587 5.097 -0.01 0.01 -0.01
C -0.002 1.582 3.832 -0.06 0.00 0.02
C -0.754 1.977 2.727 0.01 -0.05 0.05
C -2.080 2.374 2.899 0.02 0.01 0.03
C -2.647 2.376 4.167 -0.01 0.01 -0.04
As -0.017 1.989 0.932 -0.04 -0.23 -0.01
C 1.820 2.506 1.044 0.01 -0.05 0.10
C 2.287 3.622 0.362 0.03 -0.01 0.00
C 3.637 3.946 0.432 -0.03 0.03 -0.03
C 4.507 3.159 1.170 0.01 -0.03 0.02
C 4.039 2.034 1.841 0.01 0.03 -0.02
C 2.698 1.700 1.773 0.01 -0.02 -0.05
C -1.008 3.492 0.232 -0.04 0.03 -0.04
C -0.832 4.694 0.922 0.01 0.00 -0.06
C -1.594 5.803 0.588 0.04 0.00 0.04
C -2.559 5.716 -0.407 -0.02 0.00 -0.02
C -2.753 4.520 -1.082 0.02 -0.07 0.00
C -1.976 3.409 -0.768 0.02 0.15 0.06
H -2.331 2.003 6.255 0.00 0.00 0.00
H 0.023 1.309 5.956 0.00 0.00 0.00
H 1.036 1.301 3.725 -0.04 0.01 0.05
H -2.663 2.734 2.058 -0.01 0.01 0.01
H -3.665 2.721 4.302 0.00 0.00 0.00
H 1.612 4.250 -0.206 0.03 0.01 0.01
H 4.005 4.821 -0.087 0.00 0.00 0.00
H 5.555 3.422 1.225 0.00 0.00 0.00
H 4.721 1.425 2.419 0.00 0.00 0.00
H 2.340 0.811 2.285 0.07 0.03 -0.07
H -0.104 4.767 1.722 -0.01 0.01 -0.01
H -1.439 6.736 1.113 -0.01 0.00 0.01
H -3.159 6.581 -0.656 0.00 0.00 0.00
H -3.500 4.452 -1.862 0.00 0.00 0.00
H -2.106 2.515 -1.360 0.02 -0.05 -0.09
```
Forces are in eV/Å.

Calculated values
total charge: +3
E_HOMO: -16.08 eV
frontier orbital gap: 5.801 eV

How positive or negative is each atom? The Mulliken charges in e answer that: W 1.46; C -1.13; C 1.31; O -0.31; C -2.14; C 1.21; C -1.43; N 1.26; N -1.02; C 0.31; O -0.24; C 0.63; C -0.10; C -0.92; C -0.44; C -0.81; C -0.48; H 0.07; H 0.35; H 0.52; H 0.60; H 0.51; H 0.31; H 0.36; H 0.39; H 0.45; H 0.43; H 0.45; H 0.50; O -0.49; C -0.20; O 0.05; C 0.60; C -0.90; C -0.51; C -1.31; C 0.06; N 0.08; H 0.59; H 0.51; H 0.53; H 0.69; N -1.01; N -0.26; C 0.84; N -0.23; S -0.41; H 0.00; H 0.59; H 0.34; H 0.25; H 0.25; C -0.66; C -0.91; C -0.03; C 0.38; C -0.38; C -0.99; As 2.52; C 0.97; C -0.66; C -0.94; C -0.74; C -1.21; C -0.29; C 0.65; C -0.58; C -0.83; C -0.72; C -1.05; C 0.02; H 0.48; H 0.49; H 0.29; H 0.43; H 0.49; H 0.25; H 0.49; H 0.44; H 0.50; H 0.37; H 0.50; H 0.50; H 0.46; H 0.50; H 0.11


Energy relative to the best compared isomer or geometry (same formula, charge and spin), record by record: 0.000, 1.026, 0.499 eV
Total energy, record by record: -75848.191, -232795.842, -129560.990 eV